1.
C30H32FN3Se3TeV as an isolated structure at a distorted geometry. Source: the OMol25 dataset; level of theory: ωB97M-V with the def2-TZVPD basis set.

XYZ file:
```
71
Properties=species:S:1:pos:R:3:lowdin_charge:R:1
V 0.70 -0.52 1.36 0.48
Se -0.02 0.63 3.39 -0.13
Se 0.98 2.34 4.52 -0.10
Te 0.46 -1.41 4.84 0.35
Se 0.24 -2.91 2.86 -0.06
C 1.12 -2.76 -1.48 -0.16
N 1.50 -2.13 -0.22 -0.02
C 2.65 -2.43 0.28 -0.12
C 3.20 -1.73 1.39 -0.36
C 4.41 -1.91 2.04 -0.04
C 4.49 -0.88 3.01 -0.08
C 3.33 -0.13 2.91 -0.18
N 2.53 -0.64 1.93 -0.15
C -0.30 -3.28 -1.52 -0.20
C -1.04 -3.52 -0.36 -0.07
C -2.33 -4.04 -0.44 -0.09
C -2.90 -4.32 -1.67 -0.11
C -2.17 -4.08 -2.83 -0.10
C -0.88 -3.57 -2.75 -0.05
H 1.79 -3.58 -1.71 0.12
H 1.24 -2.02 -2.27 0.11
H 3.25 -3.22 -0.16 0.13
H 5.13 -2.68 1.83 0.10
H 5.29 -0.71 3.71 0.09
H 3.01 0.72 3.49 0.03
H -0.59 -3.32 0.61 -0.03
H -2.88 -4.22 0.48 0.11
H -3.91 -4.71 -1.73 0.10
H -2.61 -4.30 -3.80 0.09
H -0.32 -3.38 -3.66 0.11
C -2.41 -1.00 1.56 -0.11
C -2.98 0.08 0.65 -0.34
C -3.01 -0.42 -0.80 -0.06
C -2.34 1.46 0.84 -0.15
C -3.21 2.44 1.32 -0.05
C -2.79 3.73 1.56 -0.08
C -1.48 4.06 1.29 -0.04
C -0.56 3.13 0.79 -0.13
C 0.82 3.72 0.47 -0.33
C 2.05 3.02 1.08 -0.07
C 1.01 3.98 -1.04 -0.05
C -1.00 1.80 0.60 -0.22
N -0.03 0.79 0.19 -0.08
C 0.31 0.85 -1.19 -0.22
C -0.60 1.22 -2.19 -0.04
C -0.28 1.22 -3.54 -0.09
C 1.00 0.89 -3.96 -0.10
C 1.96 0.60 -2.99 -0.03
C 1.60 0.61 -1.66 -0.29
F 2.59 0.44 -0.78 0.07
H -2.91 -1.96 1.42 0.08
H -2.46 -0.74 2.61 0.06
H -1.38 -1.16 1.31 -0.04
H -4.02 0.21 0.95 0.12
H -2.02 -0.73 -1.14 0.06
H -3.40 0.34 -1.48 0.08
H -3.66 -1.30 -0.87 0.08
H -4.24 2.16 1.53 0.11
H -3.47 4.47 1.97 0.10
H -1.13 5.07 1.48 0.11
H 0.77 4.71 0.91 0.11
H 1.89 1.97 1.26 0.02
H 2.31 3.46 2.04 0.03
H 2.91 3.11 0.41 0.08
H 1.34 3.10 -1.59 0.06
H 1.77 4.76 -1.18 0.08
H 0.08 4.33 -1.51 0.08
H -1.59 1.53 -1.88 0.10
H -1.04 1.50 -4.26 0.10
H 1.26 0.89 -5.01 0.10
H 2.99 0.40 -3.25 0.12
```

The value obtained for the orbital gap (alpha / beta) is 6.08 / 6.19 eV. The max |F| comes out at 1.9 eV Å⁻¹. The calculation puts the HOMO energy (alpha / beta) at -3.7 / -3.7 eV. The calculation puts the LUMO energy (alpha / beta) at 2.4 / 2.5 eV. The charge is -1. The energy above the lowest of the compared OMol25 structures with the same formula, charge and spin comes out at 25.5 kcal/mol. Its multiplicity is 3. Its energy is -267841.21340 eV.

=====

2.
A 2-piece molecular cluster, C14H16 overall at a distorted geometry. Source: the OMol25 dataset; level of theory: ωB97M-V with the def2-TZVPD basis set.

XYZ file:
```
30
Properties=species:S:1:pos:R:3:lowdin_charge:R:1
C -2.24 -2.00 -2.49 -0.07
C -1.46 -1.89 -1.23 -0.29
C -1.97 -1.17 -0.10 -0.05
C -1.31 -1.22 1.12 -0.09
C -0.10 -1.93 1.12 -0.10
C 0.57 -2.57 0.07 -0.04
C -0.23 -2.53 -1.11 -0.06
H -3.33 -1.80 -2.33 0.09
H -2.13 -2.84 -3.14 0.06
H -1.91 -1.08 -3.09 0.10
H -2.87 -0.62 -0.20 0.10
H -1.48 -0.61 1.95 0.08
H 0.34 -1.96 2.11 0.09
H 1.50 -3.04 0.12 0.08
H 0.05 -3.20 -1.87 0.09
C 2.73 0.89 -0.50 -0.07
C 1.65 1.62 0.19 -0.29
C 0.30 1.46 -0.18 -0.06
C -0.75 2.03 0.57 -0.09
C -0.46 2.91 1.68 -0.08
C 0.89 3.10 2.01 -0.09
C 1.90 2.32 1.38 -0.05
H 2.34 0.16 -1.20 0.06
H 3.48 0.36 0.09 0.08
H 3.32 1.59 -1.15 0.09
H 0.09 0.94 -1.12 0.11
H -1.74 1.99 0.14 0.09
H -1.21 3.21 2.38 0.09
H 1.15 3.56 2.92 0.08
H 2.90 2.31 1.86 0.12
```

The SMILES is Cc1ccccc1.Cc1ccccc1. The value obtained for the orbital gap is 9.66 eV. The max |F| comes out at 5.4 eV Å⁻¹. The calculation puts the HOMO energy at -8.7 eV. The calculation puts the LUMO energy at 0.9 eV. The charge is 0. The energy above the lowest of the compared OMol25 structures with the same formula, charge and spin comes out at 31.9 kcal/mol. Its energy is -14776.38215 eV.

=====

3.
One molecule with the formula C4H6N2O. Source: the OMol25 dataset; level of theory: ωB97M-V with the def2-TZVPD basis set.

XYZ file:
```
13
Properties=species:S:1:pos:R:3:lowdin_charge:R:1
N -0.52 0.98 1.38 0.14
C 0.72 0.49 0.61 -0.30
C 0.70 -0.97 0.72 -0.19
C 0.41 -1.67 -0.44 -0.06
C 0.15 -0.56 -1.29 -0.46
O -0.24 -0.64 -2.57 0.07
N 0.28 0.66 -0.75 0.05
H -0.64 1.99 1.33 0.14
H -0.47 0.71 2.36 0.14
H 0.91 -1.43 1.69 0.07
H -1.35 0.53 0.96 0.15
H -0.31 -1.60 -2.71 0.11
H 0.37 1.52 -1.28 0.14
```

The value obtained for the orbital gap is 7.04 eV. The max |F| comes out at 0.5 eV Å⁻¹. The calculation puts the HOMO energy at -7.1 eV. The calculation puts the LUMO energy at 0.0 eV. The charge is 0. The energy above the lowest of the compared OMol25 structures with the same formula, charge and spin comes out at 119.8 kcal/mol. Its energy is -9268.30837 eV.

=====

4.
A 6-piece molecular cluster, C2H15NO5 overall at a distorted geometry. Source: the OMol25 dataset; level of theory: ωB97M-V with the def2-TZVPD basis set.

XYZ file:
```
23
Properties=species:S:1:pos:R:3:lowdin_charge:R:1
C -2.67 -3.22 1.71 -0.01
C -2.94 -3.11 0.39 -0.27
N -1.88 -3.04 -0.56 0.00
H -1.75 -3.00 2.22 0.05
H -3.56 -3.44 2.28 0.03
H -3.88 -3.21 -0.12 0.09
H -0.98 -3.24 -0.18 0.05
H -1.73 -2.11 -0.96 0.07
O -0.20 3.01 -2.46 -0.04
H -0.21 2.84 -3.40 0.06
H 0.47 3.56 -2.06 0.07
O -1.37 1.93 0.51 -0.08
H -0.73 1.70 1.24 0.07
H -0.85 2.41 -0.14 -0.01
O 4.19 0.87 0.27 -0.06
H 4.82 1.45 -0.18 0.05
H 3.29 1.14 0.02 0.05
O 2.95 1.70 2.90 -0.08
H 3.20 0.93 3.42 0.03
H 3.61 1.65 2.19 0.00
O 0.31 0.39 -2.08 -0.08
H -0.08 1.18 -2.47 -0.02
H 0.00 -0.40 -2.55 0.03
```

The SMILES is C=CN.O.O.O.O.O. The value obtained for the orbital gap is 8.69 eV. The max |F| comes out at 2.6 eV Å⁻¹. The calculation puts the HOMO energy at -8.6 eV. The calculation puts the LUMO energy at 0.1 eV. The charge is 0. The energy above the lowest of the compared OMol25 structures with the same formula, charge and spin comes out at 43.9 kcal/mol. Its energy is -14043.52888 eV.